{"formula": "C22H29Cl2N5O4Pd", "method": "the ωB97M-V functional and the def2-TZVPD basis", "species": ["Pd", "N", "C", "C", "C", "C", "N", "C", "N", "N", "C", "O", "O", "H", "H", "H", "H", "H", "H", "H", "H", "H", "H", "H", "H", "H", "H", "Cl", "C", "C", "C", "Cl", "C", "O", "C", "C", "O", "C", "H", "H", "H", "C", "N", "C", "C", "C", "C", "C", "C", "C", "C", "H", "H", "H", "H", "H", "H", "H", "H", "H", "H", "H", "H"], "coordinates": [[-0.749360, 0.766065, -0.985121], [-1.626060, 0.945065, 1.274479], [-1.685960, -0.460835, 1.672279], [-2.298960, -0.719735, 3.049079], [-1.455660, -0.274735, 4.250279], [-0.246260, -1.161835, 4.569179], [0.755340, -1.197035, 3.522079], [1.402040, -0.129835, 3.036579], [1.473740, 1.010065, 3.748379], [1.978540, -0.250235, 1.862179], [-2.482760, -1.248535, 0.541379], [-3.325960, -2.055035, 0.892179], [-2.109360, -0.980935, -0.626621], [-1.249460, 1.547565, 2.001679], [-2.556860, 1.284865, 1.037279], [-0.668060, -0.856035, 1.614479], [-2.528260, -1.784435, 3.121279], [-3.259660, -0.202435, 3.090879], [-2.084760, -0.298935, 5.140479], [-1.121660, 0.755565, 4.110079], [-0.573160, -2.191035, 4.715179], [0.221440, -0.823335, 5.500279], [0.655840, -1.946735, 2.852779], [1.215740, 1.020965, 4.720079], [2.057240, 1.755365, 3.410079], [1.700940, -1.076135, 1.246579], [2.352440, 0.550865, 1.370379], [-3.994260, 3.957365, -7.112721], [-3.030260, 3.173465, -5.905521], [-2.138760, 2.173165, -6.317121], [-1.372460, 1.542465, -5.381221], [-0.259160, 0.322165, -5.854521], [-1.421960, 1.842765, -3.968921], [-0.639360, 1.244065, -3.186621], [-2.372160, 2.864165, -3.601521], [-2.601760, 3.226865, -2.238921], [-2.106760, 2.751965, -1.218221], [-3.147060, 3.509465, -4.586421], [-2.079960, 1.900765, -7.359521], [-3.344360, 4.041465, -2.111021], [-3.853760, 4.267765, -4.280521], [2.705640, -3.098035, 0.743479], [1.417940, -2.487235, 0.436279], [0.343040, -3.442935, 0.678779], [1.354240, -1.986235, -0.956321], [2.084840, -0.669735, -1.059321], [3.448440, -0.624035, -1.322021], [4.137340, 0.575665, -1.256621], [3.468140, 1.737365, -0.921121], [2.098340, 1.700165, -0.695921], [1.374440, 0.506965, -0.771521], [2.714840, -3.419735, 1.786279], [3.496240, -2.365835, 0.599979], [2.909540, -3.971235, 0.116279], [0.388740, -3.800435, 1.710379], [0.420440, -4.317335, 0.022379], [-0.621560, -2.973235, 0.498979], [0.298140, -1.804335, -1.201521], [1.762440, -2.734135, -1.645921], [3.982040, -1.525935, -1.592121], [5.195840, 0.601065, -1.465921], [4.004040, 2.674465, -0.860721], [1.587840, 2.628265, -0.458821]], "forces_ev_per_angstrom": [[2.24, 1.04, -0.29], [0.47, -0.02, -0.31], [-0.61, -0.59, -0.12], [0.26, 0.05, 0.00], [-0.07, -0.26, -0.13], [-0.37, 0.46, 0.19], [0.21, -0.18, -0.13], [0.27, -0.21, -0.15], [-0.06, -0.05, -0.01], [0.07, 0.17, 0.16], [0.50, 0.32, 0.54], [-0.45, -0.49, 0.43], [0.00, -0.13, -0.42], [0.04, -0.05, -0.19], [0.17, 0.08, 0.00], [-0.11, 0.08, -0.04], [-0.02, -0.01, -0.01], [-0.06, -0.04, -0.03], [-0.03, 0.15, 0.08], [-0.05, 0.11, 0.12], [0.06, 0.03, 0.09], [-0.02, -0.16, 0.01], [0.09, 0.03, -0.01], [-0.02, 0.00, -0.07], [0.01, -0.02, 0.03], [-0.08, 0.15, 0.44], [0.03, 0.05, 0.19], [-0.20, 0.18, -0.19], [-0.07, 0.11, 0.28], [0.03, -0.06, 0.38], [-0.02, 0.14, 0.10], [0.22, -0.27, -0.23], [-0.25, 0.52, 0.02], [0.54, -0.57, 0.84], [0.31, -0.58, -0.26], [-0.24, 0.24, 0.19], [-0.29, -0.23, 0.03], [0.05, -0.11, -0.17], [0.08, -0.03, -0.06], [0.10, 0.00, -0.04], [-0.06, 0.08, 0.00], [0.03, 0.04, 0.01], [-0.11, -0.31, -0.20], [-0.19, 0.01, -0.02], [-0.21, 0.24, -0.22], [-0.74, -0.10, 0.08], [-0.03, 0.20, 0.06], [0.24, -0.05, -0.03], [0.02, -0.07, 0.10], [-0.55, 0.10, 0.17], [-1.41, 0.50, -1.12], [0.02, 0.01, 0.03], [0.12, -0.02, 0.02], [0.00, -0.06, -0.10], [-0.02, -0.04, 0.04], [0.03, -0.04, -0.01], [-0.05, -0.02, -0.01], [0.24, -0.19, 0.08], [0.00, -0.05, -0.02], [-0.04, -0.12, 0.00], [0.11, 0.00, -0.04], [0.00, 0.07, -0.01], [-0.08, -0.02, -0.13]], "homo_energy_ev": [-6.9, -6.9], "multiplicity": 1, "homo_lumo_gap_ev": [6.403, 6.396], "total_energy_ha": -2478.6845, "relative_energy_kcal_mol": 12.4}

---

{"formula": "C22H29CrF5N4O5Si", "method": "the ωB97M-V functional and the def2-TZVPD basis", "species": ["Cr", "O", "C", "C", "C", "N", "C", "C", "C", "O", "O", "C", "O", "O", "H", "H", "H", "F", "C", "F", "C", "F", "F", "F", "N", "C", "C", "N", "C", "C", "N", "H", "H", "H", "H", "H", "C", "Si", "C", "C", "C", "C", "C", "C", "C", "C", "H", "H", "H", "H", "H", "H", "H", "H", "H", "H", "H", "H", "H", "H", "H", "H", "H", "H", "H", "H", "H"], "coordinates": [[-0.754282, 0.803376, -0.026826], [5.104956, 1.685310, -1.374212], [3.790118, 1.483651, -1.106681], [2.828766, 1.464899, -2.116208], [1.520248, 1.235351, -1.749438], [1.199572, 1.032718, -0.481796], [2.088158, 1.108734, 0.497696], [3.422204, 1.322730, 0.228840], [1.427618, 1.031343, 1.872782], [2.118577, 1.119179, 2.874375], [0.145874, 0.913110, 1.806568], [0.301253, 1.244349, -2.668124], [0.451264, 1.495905, -3.851480], [-0.799279, 1.010977, -2.041012], [5.224475, 1.769776, -2.326285], [3.068794, 1.630541, -3.159483], [4.146440, 1.374684, 1.028881], [-3.074525, 2.099549, 1.153642], [-2.868284, 0.947161, 0.378059], [-3.406152, -0.072110, 1.149939], [-3.889117, 1.107105, -0.756445], [-5.153918, 1.234538, -0.303928], [-3.633064, 2.206913, -1.490330], [-3.873980, 0.055563, -1.583961], [0.118791, 5.819830, 2.258098], [-0.231533, 5.149221, 1.106109], [-0.371393, 3.753291, 1.108286], [-0.721128, 3.102021, 0.016697], [-0.974893, 3.815423, -1.088887], [-0.841346, 5.188075, -1.069074], [-0.459363, 5.865901, 0.014543], [0.600909, 5.288462, 2.963408], [0.465990, 6.752663, 2.109119], [-0.213604, 3.171823, 2.009505], [-1.265173, 3.270949, -1.974540], [-1.044837, 5.768971, -1.960314], [-2.298869, -2.481488, -0.685635], [-0.678579, -1.790650, 0.029958], [-0.589031, -2.553489, 1.826955], [-1.131838, -3.989761, 1.876794], [-1.465853, -1.732653, 2.781609], [0.838280, -2.558925, 2.383719], [0.677794, -2.639975, -1.107073], [0.303788, -2.342656, -2.566197], [2.111417, -2.149123, -0.875236], [0.703654, -4.167042, -0.959608], [-2.253743, -3.567101, -0.812292], [-2.525603, -2.031557, -1.652811], [-3.131068, -2.251676, -0.018404], [-2.176730, -4.030878, 1.562684], [-1.087469, -4.354602, 2.911970], [-0.567809, -4.687529, 1.259870], [-2.511358, -1.742402, 2.472420], [-1.143836, -0.694573, 2.847640], [-1.409889, -2.172182, 3.787058], [1.489487, -3.243905, 1.836174], [0.825132, -2.888444, 3.431042], [1.294983, -1.567370, 2.370268], [0.171239, -1.278465, -2.760739], [-0.628538, -2.837404, -2.845774], [1.090635, -2.713863, -3.236342], [2.235095, -1.103555, -1.149069], [2.801349, -2.726006, -1.506775], [2.435733, -2.266739, 0.159723], [-0.286814, -4.613329, -1.066971], [1.116413, -4.479534, 0.000867], [1.343868, -4.595099, -1.743377]], "forces_ev_per_angstrom": [[-0.01, -0.09, 0.00], [0.01, 0.00, -0.01], [0.00, 0.00, 0.01], [0.01, 0.01, -0.02], [-0.02, -0.01, 0.02], [0.09, 0.05, -0.09], [-0.04, 0.04, 0.03], [0.01, -0.01, 0.00], [-0.01, -0.12, -0.01], [-0.02, 0.06, 0.00], [0.04, 0.05, 0.02], [0.02, -0.03, 0.03], [0.00, 0.00, -0.02], [-0.02, -0.10, -0.05], [0.00, 0.00, 0.00], [0.00, 0.00, 0.00], [0.00, 0.01, 0.00], [-0.03, -0.05, 0.02], [-0.01, -0.01, 0.14], [-0.04, 0.03, -0.02], [0.10, 0.06, -0.04], [-0.02, 0.00, -0.01], [0.04, 0.01, 0.03], [-0.01, 0.01, 0.01], [-0.02, 0.00, 0.00], [0.01, 0.03, -0.02], [-0.10, -0.04, 0.10], [-0.03, 0.04, -0.07], [0.10, 0.09, 0.00], [-0.02, -0.01, 0.01], [0.00, -0.01, 0.00], [0.01, 0.00, -0.01], [0.00, 0.00, 0.00], [0.03, -0.03, -0.05], [-0.06, 0.00, 0.00], [0.01, 0.00, -0.01], [0.01, 0.01, -0.01], [-0.04, -0.03, 0.00], [0.01, 0.02, 0.00], [-0.02, 0.02, 0.00], [-0.02, 0.01, 0.00], [0.01, 0.00, 0.00], [-0.01, 0.01, 0.00], [0.00, -0.01, 0.00], [0.00, 0.01, -0.02], [0.00, 0.00, 0.01], [0.00, 0.00, -0.01], [0.01, 0.00, 0.01], [-0.01, 0.00, -0.01], [0.00, 0.00, 0.00], [0.00, 0.00, 0.00], [0.01, -0.01, 0.00], [0.02, -0.01, 0.02], [0.00, -0.01, 0.00], [0.00, 0.00, 0.00], [0.00, 0.00, 0.00], [0.00, -0.01, 0.00], [-0.01, 0.01, -0.01], [0.00, 0.02, 0.00], [0.00, 0.00, 0.00], [0.00, 0.00, 0.00], [0.00, 0.01, 0.01], [0.00, 0.00, 0.01], [0.00, 0.01, 0.00], [0.00, 0.00, 0.01], [0.00, 0.00, 0.00], [0.00, 0.00, 0.00]], "homo_energy_ev": [-5.2, -4.6], "multiplicity": 4, "homo_lumo_gap_ev": [7.420, 6.766], "total_charge": -1, "s2": 3.874, "total_energy_ha": -3284.4920, "relative_energy_kcal_mol": 0.0}